[1]
Formula: H14O7
Source: OMol25
Level of theory: wB97M-V/def2-TZVPD

Atoms and positions in Å:
1 H -2.01039 -0.41583 -0.47555
2 H -0.45279 -2.55096 -2.32793
3 O -1.48136 1.36013 2.63637
4 O 0.10808 -3.21935 -1.91698
5 H 0.16308 -3.26088 1.32510
6 H -3.53493 -0.54153 -0.57989
7 O -0.10357 0.30583 -0.16342
8 O 2.84791 0.89949 -0.69101
9 H -0.01423 -3.08967 -0.96494
10 O 2.37667 3.63952 -0.20155
11 H 0.84364 0.51749 -0.10312
12 H 1.43583 3.42026 -0.23626
13 O -2.71466 -0.85887 -0.97152
14 H 2.56290 1.05633 -1.59893
15 H -1.31836 -2.88024 1.22936
16 H -2.42944 1.22769 2.53357
17 O -0.43118 -2.56569 1.01391
18 H -1.13996 1.41364 1.73261
19 H 2.98617 1.79394 -0.31756
20 H -0.12515 -0.65055 -0.31264
21 H 2.43175 4.39924 0.39039

Output
Net charge: 0
SMILES: O.O.O.O.O.O.O

***

[2]
Formula: CH2O3S
Source: OMol25
Level of theory: wB97M-V/def2-TZVPD

Atoms and positions in Å:
1 O -0.36689 1.57886 0.14734
2 H -1.12646 -0.03224 -0.67677
3 S 1.23467 -0.94699 -0.18757
4 O 0.98631 -1.90813 -1.22018
5 C -0.25503 0.19429 -0.07683
6 H -0.37550 1.88712 1.08281
7 O -0.09710 -0.77291 0.93119

Output
Net charge: 0

***

[3]
Formula: C10H10INO2P
Source: OMol25
Level of theory: wB97M-V/def2-TZVPD

Atoms and positions in Å:
1 C -1.69548 -1.89168 -0.93022
2 H 0.96903 4.23683 -0.90826
3 H -0.18775 -1.91900 1.90265
4 O -1.86397 -1.12423 -3.13731
5 H 0.92528 0.45893 -1.27214
6 I 2.59958 -0.46668 0.91466
7 C -0.75292 -2.44568 1.06467
8 H -2.68582 -3.20108 -2.13634
9 C 1.22331 1.23565 0.70354
10 C 1.49069 2.27207 -0.32472
11 H -2.01581 -5.20965 -0.15698
12 O -1.92781 0.38570 -1.40110
13 C 0.40269 1.22276 -0.63908
14 C -1.82562 -0.91071 -1.96675
15 H 0.70754 1.37191 1.58543
16 C -1.83677 -4.17117 -0.25306
17 C -1.03893 -3.77826 0.81657
18 H 2.38129 2.36321 -0.85818
19 C -2.19279 -3.19028 -1.19025
20 H 1.77339 4.05744 0.65653
21 H 0.19260 3.96012 0.53579
22 C 1.09639 3.70265 -0.04093
23 H -0.71635 -4.49992 1.48976
24 N -1.03848 -1.54636 0.15916
25 P -1.31695 1.42871 -0.41756

Output
Net charge: +1

***

Values for relative energy (zero: lowest compared OMol25 entry of this formula, charge and spin), kcal per mole, ordered as above
32.96, 24.98, 33.48
Values for E, a.u., ordered as above
-535.07132, -663.13307, -1230.99224
Values for Kohn-Sham gap, eV, ordered as above
11.31, 10.16, 7.04